(a)
Below is the molecule C3H4INO, with properties calculated with wB97M-V/def2-TZVPD.

```
10
C3H4INO (wB97M-V/def2-TZVPD)
I -1.958 1.703 -0.861
C -0.175 0.289 -0.824
C -0.387 -0.932 -0.149
C 0.341 -0.887 1.002
O 0.997 0.248 1.156
N 1.001 0.942 -0.040
H 0.029 0.060 -1.908
H -0.971 -1.726 -0.512
H 0.452 -1.586 1.970
H 0.670 1.889 0.167
```

## Properties
* E_LUMO: 0.074 eV
* HOMO: -8.411 eV
* frontier orbital gap: 8.5 eV

=====

(b)
Below is a structure of composition C3H4INO, with properties calculated with wB97M-V/def2-TZVPD.

```
10
C3H4INO (wB97M-V/def2-TZVPD)
C 0.517 -0.134 -1.047
C -0.050 0.162 0.141
C 0.917 0.634 1.227
N 0.396 0.176 2.500
O 1.868 1.320 0.989
I 1.531 0.780 4.057
H -0.213 -0.472 -1.828
H 1.504 0.178 -1.366
H -1.043 -0.126 0.503
H 0.316 -0.811 2.488
```

## Properties
* E_LUMO: -0.039 eV
* HOMO: -9.335 eV
* frontier orbital gap: 9.3 eV

=====

Result of the stability comparison: (a) is the least stable of them.